Entry 1:
A gas-phase ion, C4H4NO (charge +1). Source: the Open Molecules 2025 dataset; level of theory: wB97M-V/def2-TZVPD.

Summary:
⟨S²⟩ = 2.011
LUMO level (alpha / beta) = -4.70 / -10.11 eV
Multiplicity = 3
Charge = +1

Last column: Mulliken spin population.
Cartesian coordinates (Å):
C: -0.04082 -0.99825 -0.04484  0.19
C: -1.41855 -0.97717 0.00629  0.04
C: 0.32932 0.45383 0.00713  0.36
C: 1.56319 1.08206 -0.02249  0.64
N: -1.82727 0.32525 -0.07484  0.63
O: -0.87508 1.12796 0.00445  0.04
H: 0.52908 -1.74488 0.26521  0.01
H: -2.15960 -1.78074 0.03649  0.00
H: 1.53207 2.06933 0.02952  0.04
H: 2.36766 0.44262 -0.20693  0.04

=====

Entry 2:
2 unconnected molecules or ions with the total composition C4H4NO2. Source: the Open Molecules 2025 dataset; level of theory: wB97M-V/def2-TZVPD.

Summary:
LUMO level = 4.21 eV
Charge = -1

Last column: Löwdin charge in e.
Cartesian coordinates (Å):
C: 1.41677 0.92677 0.28780  -0.04
C: -0.04285 -1.11701 -0.48488  -0.33
C: 0.38115 0.13369 0.00609  -0.18
C: -1.31999 0.90581 0.90685  -0.62
N: -0.29231 -1.38559 -1.73560  0.00
O: -1.69717 1.92552 0.41222  0.03
O: -1.42923 0.24549 1.90595  0.00
H: 1.26986 1.91940 0.56512  0.02
H: 2.29992 0.57876 -0.22514  0.03
H: 0.14181 -1.80702 0.24953  0.08
H: -0.72797 -2.32582 -1.88794  0.01

=====

Entry 3:
2 unconnected molecules or ions with the total composition C4H4NO2P. Source: the Open Molecules 2025 dataset; level of theory: wB97M-V/def2-TZVPD.

Summary:
SMILES string = O=C[C@@H]1C=P1.N=C=O
LUMO level = -0.29 eV
Charge = 0

Last column: Löwdin charge in e.
Cartesian coordinates (Å):
O: 0.59706 -1.83659 -2.62072  0.02
C: 0.49708 -1.17613 -1.61458  -0.33
C: 0.98947 -1.71383 -0.28684  -0.43
C: 0.56882 -1.03978 0.94402  -0.46
P: 2.04346 -0.36811 0.72108  1.01
H: 0.17875 -0.00729 -1.60200  0.14
H: 1.53015 -2.65532 -0.24113  0.08
H: -0.24067 -1.13746 1.55681  0.01
N: -1.44761 3.43294 0.81409  0.15
C: -0.25986 3.06201 0.68673  -0.38
O: 0.75777 2.52857 0.56350  0.11
H: -1.55135 4.41981 0.90679  0.06

=====

Entry 4:
2 unconnected molecules or ions with the total composition C4H4NO4. Source: the Open Molecules 2025 dataset; level of theory: wB97M-V/def2-TZVPD.

Summary:
LUMO level = 3.55 eV
Charge = -1

Last column: Löwdin charge in e.
Cartesian coordinates (Å):
C: 0.71516 2.45117 1.45350  -0.12
C: -0.27765 1.70401 1.06640  0.00
C: 0.10652 -2.36830 -1.95942  -0.70
C: 0.19141 -0.19315 0.12050  0.10
N: -0.84361 -0.92500 -0.04060  -0.43
O: 0.47254 -1.32141 -2.40432  0.04
O: 0.09892 -3.53479 -2.20095  0.05
O: -0.61480 -2.17531 -0.50022  -0.04
O: -2.01711 -0.60798 0.20936  -0.07
H: 0.55050 3.40600 1.94486  0.04
H: 1.74681 2.17856 1.30584  0.04
H: -1.33836 1.79106 1.09980  0.03
H: 1.20967 -0.40485 -0.09476  0.07

=====

Q: Which largest force on an atom values were calculated for the entries above? A: 5.75, 3.65, 2.75, 5.48, in eV/A.
Q: Which energy above the lowest of the compared OMol25 structures with the same formula, charge and spin values were calculated for the entries above? A: 61.0, 304.7, 172.9, 586.4, in kJ/mol.